(1)
Here is a structure of composition C29H38NO2P2SiV in a non-equilibrium geometry from OMol25. Energies are from ωB97M-V with the def2-TZVPD basis set.

## Properties
highest occupied orbital energy (spin up / spin down)	-9.9 / -9.8	eV
expectation value of S²	3.819
HOMO-LUMO gap (spin up / spin down)	6.9 / 4.7	eV

The geometry in ORCA input format:
```
! RIJCOSX wB97M-V def2-TZVPD def2/J DEFGRID3
* xyz 1 4
V -0.47 0.03 -0.66
P -1.45 2.02 -0.10
C -2.06 2.25 -1.79
C -1.30 1.80 -2.89
N -0.55 0.67 -2.63
C 0.31 0.17 -3.52
C 0.52 0.78 -4.75
C -0.30 1.88 -5.10
C -1.25 2.35 -4.20
C 1.05 -1.05 -2.99
P 0.00 -1.95 -1.75
H -1.92 3.18 -4.43
H 1.29 0.37 -5.42
H -0.19 2.35 -6.08
H 1.26 -1.76 -3.80
H 2.03 -0.79 -2.51
H -4.05 1.27 -1.87
H -2.71 3.13 -1.95
H -3.77 -0.78 -1.11
O -4.80 0.64 -1.85
H -4.95 0.33 -2.76
H -1.92 -0.71 -0.55
O -3.21 -1.29 -0.51
H -3.58 -1.14 0.43
C -1.22 -2.78 -2.88
H -0.73 -3.58 -3.47
H -2.01 -3.26 -2.27
H -1.67 -2.03 -3.56
C 1.04 -3.33 -1.23
H 0.70 -3.62 -0.23
H 0.92 -4.18 -1.93
H 2.09 -3.04 -1.17
C -0.40 3.51 -0.03
H -1.02 4.40 -0.05
H 0.25 3.50 0.85
H 0.23 3.48 -0.92
C -2.87 2.44 0.98
H -2.70 2.15 2.03
H -3.01 3.53 0.94
H -3.77 1.91 0.65
C -1.43 -3.96 2.98
C -2.17 -2.78 2.84
C -1.54 -1.62 2.39
C -0.17 -1.66 2.06
C 0.58 -2.81 2.29
C -0.06 -3.98 2.72
Si 0.62 -0.10 1.30
C 0.92 0.95 2.81
C 0.10 2.04 3.14
C 0.32 2.74 4.34
C 1.35 2.34 5.21
C 2.18 1.26 4.86
C 1.97 0.57 3.66
C 2.35 -0.05 0.47
C 2.80 1.16 -0.09
C 4.11 1.26 -0.55
C 4.97 0.16 -0.50
C 4.50 -1.07 -0.01
C 3.19 -1.17 0.47
H -1.92 -4.87 3.32
H -3.22 -2.73 3.11
H -2.09 -0.67 2.35
H 1.65 -2.82 2.15
H 0.52 -4.89 2.85
H -0.71 2.34 2.47
H -0.33 3.58 4.57
H 1.51 2.88 6.15
H 2.99 0.95 5.53
H 2.64 -0.27 3.39
H 2.11 2.01 -0.16
H 4.44 2.21 -0.97
H 5.99 0.24 -0.87
H 5.15 -1.95 -0.01
H 2.84 -2.14 0.82
*
```

---

(2)
Here is a structure of composition C29H39AuN4NbOP in a non-equilibrium geometry from OMol25. Energies are from ωB97M-V with the def2-TZVPD basis set.

## Properties
energy above the lowest of the compared OMol25 structures with the same formula, charge and spin	0.0	kJ/mol
highest occupied orbital energy (spin up / spin down)	-13.9 / -13.9	eV
HOMO-LUMO gap (spin up / spin down)	3.5 / 3.5	eV

The geometry in ORCA input format:
```
! RIJCOSX wB97M-V def2-TZVPD def2/J DEFGRID3
* xyz 2 1
N -0.51 1.30 -0.08
C -1.72 4.81 -0.51
O -2.18 5.87 -0.64
Au -1.12 3.12 -0.31
Nb 0.00 -0.44 0.01
N 1.79 -0.71 1.06
N 0.04 -1.08 -1.95
C 3.10 -0.16 0.75
C -0.07 -0.30 -3.18
C 4.10 -0.32 1.90
C 3.66 -0.87 -0.49
C 2.96 1.34 0.46
C -1.52 0.16 -3.36
C 0.33 -1.13 -4.40
C 0.83 0.92 -3.12
H 3.71 0.13 2.82
H 5.02 0.20 1.64
H 4.35 -1.37 2.09
H 3.84 -1.93 -0.26
H 4.61 -0.41 -0.79
H 2.96 -0.82 -1.33
H 2.32 1.55 -0.41
H 3.96 1.76 0.27
H 2.53 1.85 1.33
H -2.19 -0.71 -3.46
H -1.61 0.78 -4.26
H -1.85 0.75 -2.49
H -0.37 -1.95 -4.59
H 1.33 -1.55 -4.26
H 0.34 -0.48 -5.28
H 0.77 1.46 -4.07
H 1.88 0.62 -2.96
H 0.54 1.60 -2.31
C 1.71 -1.71 2.10
H 0.70 -2.15 2.12
H 2.44 -2.52 1.95
H 1.89 -1.29 3.11
C -0.41 -2.46 -2.04
H -0.71 -2.83 -1.05
H -1.29 -2.57 -2.70
H 0.38 -3.12 -2.42
N -1.36 -1.46 0.94
P -2.58 -1.01 1.85
C -2.05 -0.08 3.30
C -1.70 1.27 3.14
C -1.17 1.98 4.22
C -0.97 1.34 5.45
C -1.27 -0.02 5.59
C -1.81 -0.73 4.52
C -3.77 -0.03 0.91
C -4.01 -0.44 -0.42
C -4.92 0.27 -1.21
C -5.60 1.37 -0.68
C -5.36 1.77 0.64
C -4.46 1.07 1.44
C -3.55 -2.38 2.49
C -3.31 -3.68 2.02
C -4.12 -4.73 2.46
C -5.16 -4.49 3.37
C -5.39 -3.19 3.85
C -4.58 -2.14 3.41
H -1.79 1.75 2.17
H -0.93 3.03 4.10
H -0.56 1.90 6.29
H -1.09 -0.53 6.53
H -2.06 -1.79 4.63
H -3.47 -1.30 -0.83
H -5.10 -0.06 -2.23
H -6.31 1.92 -1.30
H -5.87 2.64 1.05
H -4.29 1.37 2.47
H -2.50 -3.85 1.31
H -3.94 -5.74 2.09
H -5.79 -5.31 3.71
H -6.19 -3.01 4.56
H -4.76 -1.13 3.78
*
```

---

(3)
Here is a cluster of 5 separate species, C29H39Cl3N2O6 in total in a non-equilibrium geometry from OMol25. Energies are from ωB97M-V with the def2-TZVPD basis set.

## Properties
highest occupied orbital energy	-9.6	eV
HOMO-LUMO gap	8.3	eV

The geometry in ORCA input format:
```
! RIJCOSX wB97M-V def2-TZVPD def2/J DEFGRID3
* xyz 0 1
C -3.31 -0.59 5.42
C -3.49 -1.46 4.21
C -2.32 -1.30 3.22
C -2.03 0.11 2.71
N -0.57 0.37 2.36
C -0.39 1.80 1.80
C 0.42 2.67 2.77
C 0.30 1.86 4.06
C 0.28 0.40 3.62
C -0.19 -0.64 1.27
H -2.27 -0.38 5.69
H -3.89 -0.84 6.31
H -3.71 0.42 5.30
H -4.37 -1.14 3.66
H -3.48 -2.50 4.55
H -2.45 -1.91 2.33
H -1.46 -1.81 3.66
H -2.22 0.83 3.52
H -2.63 0.49 1.88
H -0.03 1.66 0.79
H -1.40 2.20 1.73
H 1.44 2.60 2.39
H 0.13 3.71 2.77
H 1.11 1.92 4.79
H -0.58 2.25 4.58
H 1.27 0.22 3.22
H -0.17 -0.31 4.31
H 0.78 -0.31 0.91
H -1.07 -0.74 0.64
H -0.11 -1.56 1.86
Cl 3.49 0.81 0.57
O 2.48 1.34 -0.36
O 3.49 -0.63 0.47
O 4.81 1.26 0.21
O 3.20 1.14 1.94
Cl 4.47 3.12 -4.38
C 5.51 3.06 -2.91
C 4.89 3.84 -1.79
Cl 5.26 5.62 -2.08
H 6.52 3.36 -3.14
H 5.54 2.02 -2.57
H 5.44 3.70 -0.87
H 3.81 3.75 -1.76
C 2.41 -6.77 -0.21
C 2.39 -5.34 0.33
C 3.57 -4.53 -0.19
C 4.82 -4.71 0.52
N 5.79 -4.88 1.11
H 2.47 -6.83 -1.29
H 1.52 -7.31 0.13
H 3.24 -7.25 0.31
H 2.46 -5.30 1.41
H 1.49 -4.84 -0.06
H 3.28 -3.47 -0.12
H 3.65 -4.62 -1.28
C -6.04 0.62 -2.16
C -6.19 0.70 -3.53
C -5.15 0.95 -4.40
C -3.85 0.99 -3.89
C -3.66 0.91 -2.51
C -4.74 0.71 -1.65
C -2.29 1.02 -1.88
O -2.15 1.05 -0.67
C -1.15 1.13 -2.83
C 0.14 1.26 -2.31
C 1.27 1.45 -3.14
C 1.02 1.46 -4.50
C -0.25 1.40 -5.06
C -1.33 1.22 -4.24
C -2.70 1.12 -4.80
O -2.82 1.12 -6.01
H -6.87 0.36 -1.51
H -7.19 0.72 -3.96
H -5.29 1.17 -5.44
H -4.59 0.54 -0.59
H 0.42 1.15 -1.27
H 2.24 1.57 -2.70
H 1.89 1.47 -5.14
H -0.28 1.36 -6.14
*
```

---

(4)
Here is a structure of composition C29H39N2O2Rh in a non-equilibrium geometry from OMol25. Energies are from ωB97M-V with the def2-TZVPD basis set.

## Properties
energy above the lowest of the compared OMol25 structures with the same formula, charge and spin	162.8	kJ/mol
highest occupied orbital energy (spin up / spin down)	-15.1 / -14.9	eV
HOMO-LUMO gap (spin up / spin down)	7.0 / 6.9	eV

The geometry in ORCA input format:
```
! RIJCOSX wB97M-V def2-TZVPD def2/J DEFGRID3
* xyz 2 1
Rh -0.45 -0.64 -1.58
C 3.02 -2.15 -4.73
C 1.55 -1.74 -4.81
C 0.90 -2.24 -6.11
C 0.75 -2.17 -3.59
C -0.67 -2.14 -3.60
C -1.42 -2.57 -2.52
C -0.80 -3.04 -1.34
C -1.62 -3.57 -0.20
C 0.59 -3.03 -1.31
C 1.35 -2.62 -2.43
H 3.52 -1.85 -5.65
H 3.13 -3.24 -4.64
H 3.55 -1.68 -3.91
H 1.51 -0.65 -4.80
H 0.76 -3.32 -6.10
H 1.55 -2.00 -6.95
H -0.07 -1.77 -6.30
H -1.20 -1.79 -4.48
H -2.50 -2.59 -2.59
H -2.17 -2.77 0.31
H -1.00 -4.07 0.54
H -2.36 -4.28 -0.56
H 1.11 -3.39 -0.43
H 2.43 -2.68 -2.37
C 3.71 2.47 3.01
C 3.66 0.94 2.87
C 5.06 0.40 2.58
C 3.14 0.32 4.17
C 2.70 0.63 1.73
C 3.14 0.23 0.46
C 2.24 -0.04 -0.54
N 0.92 0.09 -0.34
C 0.46 0.52 0.85
C 1.32 0.78 1.90
C -1.00 0.65 0.88
C -1.73 1.35 1.81
C -3.12 1.46 1.68
C -3.70 0.83 0.58
C -2.93 0.15 -0.33
N -1.60 0.06 -0.18
C -3.97 2.26 2.65
C -5.19 1.43 3.07
C -3.19 2.66 3.90
C -4.44 3.53 1.91
H 4.41 2.73 3.81
H 2.74 2.88 3.26
H 4.06 2.94 2.09
H 5.69 0.55 3.46
H 5.55 0.93 1.75
H 5.06 -0.66 2.36
H 3.87 0.49 4.96
H 3.01 -0.76 4.08
H 2.20 0.76 4.50
H 4.19 0.13 0.24
H 2.55 -0.31 -1.54
H 0.92 1.10 2.84
H -1.22 1.83 2.63
H -4.77 0.88 0.41
H -3.35 -0.32 -1.20
H -4.90 0.45 3.46
H -5.89 1.27 2.25
H -5.74 1.95 3.85
H -2.78 1.80 4.43
H -3.86 3.17 4.59
H -2.37 3.36 3.68
H -4.99 3.29 1.00
H -3.60 4.17 1.65
H -5.10 4.10 2.56
O 0.49 0.73 -3.17
C -0.65 1.17 -3.44
O -1.66 0.73 -2.81
H -0.79 1.92 -4.23
*
```

---

(5)
Here is a structure of composition C29H39N8O4SSiW in a non-equilibrium geometry from OMol25. Energies are from ωB97M-V with the def2-TZVPD basis set.

## Properties
energy above the lowest of the compared OMol25 structures with the same formula, charge and spin	105.8	kJ/mol
highest occupied orbital energy (spin up / spin down)	-2.5 / -2.5	eV
HOMO-LUMO gap (spin up / spin down)	4.7 / 4.7	eV

The geometry in ORCA input format:
```
! RIJCOSX wB97M-V def2-TZVPD def2/J DEFGRID3
* xyz -1 1
W -0.22 -0.05 -0.76
C -1.14 3.21 -1.19
N -0.17 2.39 -1.90
C -0.52 2.02 -3.25
C -1.44 0.85 -3.15
N -2.20 0.65 -2.07
C -3.05 -0.38 -2.45
C -4.14 -0.92 -1.77
C -4.86 -1.92 -2.42
C -4.52 -2.36 -3.69
C -3.47 -1.79 -4.39
C -2.76 -0.79 -3.75
N -1.76 0.05 -4.20
C -1.12 2.80 0.24
N -0.74 1.60 0.63
C -0.56 1.68 2.00
C -0.19 0.71 2.93
C -0.08 1.09 4.25
C -0.31 2.40 4.67
C -0.67 3.38 3.76
C -0.78 2.99 2.43
N -1.12 3.68 1.29
H -0.95 4.29 -1.27
H -2.11 3.01 -1.63
H 0.78 2.72 -1.80
H -1.01 2.84 -3.80
H 0.37 1.72 -3.81
H -4.39 -0.59 -0.78
H -5.70 -2.37 -1.91
H -5.09 -3.15 -4.16
H -3.22 -2.11 -5.39
H -0.99 -0.23 -4.80
H 0.01 -0.30 2.59
H 0.21 0.35 4.99
H -0.21 2.66 5.71
H -0.83 4.41 4.06
H -1.31 4.66 1.23
O 2.34 -1.76 -3.14
S 1.25 -0.82 -3.09
O 0.91 -0.32 -4.43
O 0.02 -1.43 -2.44
O 1.53 0.34 -2.17
C 2.89 4.11 -0.07
C 2.96 2.83 0.72
C 3.80 2.75 1.81
C 3.87 1.53 2.49
C 3.12 0.47 2.04
C 2.26 0.62 0.92
N 2.20 1.82 0.29
N 1.53 -0.45 0.47
Si 2.47 -1.91 0.25
C 1.41 -3.27 -0.52
C 3.03 -2.72 1.91
C 4.10 -1.47 -0.61
H 3.53 4.88 0.36
H 1.87 4.49 -0.09
H 3.21 3.93 -1.10
H 4.40 3.60 2.12
H 4.49 1.42 3.37
H 3.16 -0.48 2.54
H 1.53 -4.22 -0.01
H 1.70 -3.39 -1.57
H 0.37 -2.98 -0.51
H 2.34 -2.53 2.74
H 4.02 -2.36 2.21
H 3.10 -3.80 1.77
H 3.87 -0.85 -1.48
H 4.64 -2.35 -0.96
H 4.75 -0.91 0.06
C -2.31 -3.36 0.37
C -1.74 -2.13 1.11
C -0.60 -2.62 2.06
C -2.86 -1.51 1.97
N -1.24 -1.16 0.19
H -2.57 -4.14 1.09
H -1.55 -3.75 -0.31
H -3.19 -3.10 -0.21
H -0.91 -2.55 3.10
H 0.28 -2.00 1.91
H -0.33 -3.65 1.84
H -3.20 -2.22 2.73
H -3.71 -1.23 1.34
H -2.49 -0.61 2.46
*
```

---

(6)
Here is a structure of composition C29H39N9PPbSSi from OMol25. Energies are from ωB97M-V with the def2-TZVPD basis set.

## Properties
energy above the lowest of the compared OMol25 structures with the same formula, charge and spin	195.8	kJ/mol
highest occupied orbital energy	-15.4	eV
HOMO-LUMO gap	7.2	eV

The geometry in ORCA input format:
```
! RIJCOSX wB97M-V def2-TZVPD def2/J DEFGRID3
* xyz 3 1
Pb -0.37 0.02 0.15
C -5.60 -0.10 -2.63
N -4.34 0.44 -2.12
C -3.90 1.73 -2.29
C -2.71 1.83 -1.64
N -2.42 0.62 -1.07
C -3.42 -0.20 -1.37
P -3.60 -1.94 -0.83
C -3.30 -1.68 0.95
N -2.26 -1.07 1.48
C -2.43 -1.11 2.84
C -3.61 -1.75 3.12
N -4.14 -2.11 1.92
C -5.41 -2.83 1.74
C -1.94 -2.55 -1.28
N -0.76 -2.01 -0.95
C 0.21 -2.82 -1.47
C -0.38 -3.86 -2.11
N -1.73 -3.68 -1.99
C -2.75 -4.59 -2.51
H -6.03 0.63 -3.32
H -6.30 -0.26 -1.81
H -5.43 -1.03 -3.15
H -4.47 2.45 -2.86
H -2.06 2.68 -1.55
H -1.73 -0.68 3.53
H -4.09 -1.98 4.05
H -5.81 -3.06 2.72
H -5.24 -3.76 1.19
H -6.12 -2.21 1.20
H 1.26 -2.61 -1.33
H 0.03 -4.71 -2.63
H -2.26 -5.36 -3.10
H -3.44 -4.05 -3.16
H -3.30 -5.06 -1.70
C 3.40 2.97 2.28
Si 2.92 3.96 0.82
C 4.04 4.01 -0.63
C 1.37 4.86 0.77
C 0.50 4.87 1.88
C -0.65 5.64 1.85
C -0.94 6.41 0.73
C -0.09 6.41 -0.38
C 1.05 5.64 -0.36
H 4.48 3.04 2.43
H 3.17 1.92 2.07
H 2.89 3.27 3.20
H 4.54 4.98 -0.66
H 3.49 3.90 -1.56
H 4.81 3.24 -0.56
H 0.74 4.30 2.77
H -1.30 5.66 2.71
H -1.83 7.02 0.72
H -0.33 7.02 -1.24
H 1.72 5.65 -1.22
S 2.55 -0.97 0.93
C 3.31 -2.02 2.05
N 4.64 -2.02 2.16
C 5.40 -2.90 3.06
C 4.53 -3.28 4.24
C 3.20 -3.82 3.74
N 2.61 -2.85 2.81
H 5.13 -1.41 1.53
H 6.29 -2.36 3.38
H 5.72 -3.78 2.51
H 4.35 -2.41 4.87
H 5.03 -4.03 4.84
H 2.51 -3.98 4.56
H 3.34 -4.78 3.22
H 1.61 -2.85 2.66
C 1.96 0.56 -4.71
C 2.70 0.50 -3.54
C 2.03 0.43 -2.33
N 0.69 0.41 -2.23
C -0.01 0.45 -3.37
C 0.58 0.53 -4.62
H 2.45 0.61 -5.67
H 3.78 0.51 -3.55
H 2.59 0.36 -1.40
H -1.09 0.42 -3.27
H -0.04 0.57 -5.51
*
```

---

Question: What is the formula in the third record?
Answer: C29H39Cl3N2O6

---

Repeat the sixth record exactly.
Here is a structure of composition C29H39N9PPbSSi from OMol25. Energies are from ωB97M-V with the def2-TZVPD basis set.

## Properties
energy above the lowest of the compared OMol25 structures with the same formula, charge and spin	195.8	kJ/mol
highest occupied orbital energy	-15.4	eV
HOMO-LUMO gap	7.2	eV

The geometry in ORCA input format:
```
! RIJCOSX wB97M-V def2-TZVPD def2/J DEFGRID3
* xyz 3 1
Pb -0.37 0.02 0.15
C -5.60 -0.10 -2.63
N -4.34 0.44 -2.12
C -3.90 1.73 -2.29
C -2.71 1.83 -1.64
N -2.42 0.62 -1.07
C -3.42 -0.20 -1.37
P -3.60 -1.94 -0.83
C -3.30 -1.68 0.95
N -2.26 -1.07 1.48
C -2.43 -1.11 2.84
C -3.61 -1.75 3.12
N -4.14 -2.11 1.92
C -5.41 -2.83 1.74
C -1.94 -2.55 -1.28
N -0.76 -2.01 -0.95
C 0.21 -2.82 -1.47
C -0.38 -3.86 -2.11
N -1.73 -3.68 -1.99
C -2.75 -4.59 -2.51
H -6.03 0.63 -3.32
H -6.30 -0.26 -1.81
H -5.43 -1.03 -3.15
H -4.47 2.45 -2.86
H -2.06 2.68 -1.55
H -1.73 -0.68 3.53
H -4.09 -1.98 4.05
H -5.81 -3.06 2.72
H -5.24 -3.76 1.19
H -6.12 -2.21 1.20
H 1.26 -2.61 -1.33
H 0.03 -4.71 -2.63
H -2.26 -5.36 -3.10
H -3.44 -4.05 -3.16
H -3.30 -5.06 -1.70
C 3.40 2.97 2.28
Si 2.92 3.96 0.82
C 4.04 4.01 -0.63
C 1.37 4.86 0.77
C 0.50 4.87 1.88
C -0.65 5.64 1.85
C -0.94 6.41 0.73
C -0.09 6.41 -0.38
C 1.05 5.64 -0.36
H 4.48 3.04 2.43
H 3.17 1.92 2.07
H 2.89 3.27 3.20
H 4.54 4.98 -0.66
H 3.49 3.90 -1.56
H 4.81 3.24 -0.56
H 0.74 4.30 2.77
H -1.30 5.66 2.71
H -1.83 7.02 0.72
H -0.33 7.02 -1.24
H 1.72 5.65 -1.22
S 2.55 -0.97 0.93
C 3.31 -2.02 2.05
N 4.64 -2.02 2.16
C 5.40 -2.90 3.06
C 4.53 -3.28 4.24
C 3.20 -3.82 3.74
N 2.61 -2.85 2.81
H 5.13 -1.41 1.53
H 6.29 -2.36 3.38
H 5.72 -3.78 2.51
H 4.35 -2.41 4.87
H 5.03 -4.03 4.84
H 2.51 -3.98 4.56
H 3.34 -4.78 3.22
H 1.61 -2.85 2.66
C 1.96 0.56 -4.71
C 2.70 0.50 -3.54
C 2.03 0.43 -2.33
N 0.69 0.41 -2.23
C -0.01 0.45 -3.37
C 0.58 0.53 -4.62
H 2.45 0.61 -5.67
H 3.78 0.51 -3.55
H 2.59 0.36 -1.40
H -1.09 0.42 -3.27
H -0.04 0.57 -5.51
*
```